{"formula": "C7H13FNS", "method": "ωB97M-V/def2-TZVPD", "total_charge": 1, "spin_multiplicity": 3, "fmax_ha_per_bohr": 0.1321, "homo_lumo_gap_ev": [6.270, 8.079], "e_homo_ev": [-9.482, -14.464], "lumo_energy_ev": [-3.21, -6.38], "total_energy_ha": -826.84516, "symbols": ["C", "C", "C", "C", "C", "C", "C", "N", "F", "S", "H", "H", "H", "H", "H", "H", "H", "H", "H", "H", "H", "H", "H"], "xyz": [[0.04975, -0.90186, -0.12925], [0.26956, -2.25003, -0.24352], [0.71492, -1.12388, -2.32761], [-0.56568, -0.82651, 2.34600], [0.95858, 1.02518, 1.30034], [-1.22768, 0.30642, -1.84709], [-0.12068, 0.00735, 1.13621], [0.03930, -0.23384, -1.37128], [0.15183, -3.08159, 0.77277], [0.31728, -2.88083, -1.86401], [0.30252, -1.13532, -3.42167], [1.88618, -1.09039, -2.32251], [0.16564, -1.43054, 2.87701], [-1.26402, -1.55240, 1.88917], [-1.00727, -0.19836, 3.15896], [2.02842, 0.74287, 1.13284], [0.62762, 1.54935, 2.27204], [0.94574, 1.74656, 0.42637], [-1.98408, -0.58262, -1.83582], [-1.54102, 1.13440, -1.11556], [-1.01828, 0.75772, -2.91629], [-1.03539, 0.49082, 0.70822], [0.63385, 0.65105, -1.31519]], "forces_ev_per_a": [[-1.434, 5.639, 3.330], [2.053, -6.251, -1.682], [1.718, -2.564, -3.679], [-0.604, 0.042, 0.051], [0.380, 2.026, -0.394], [-2.537, 0.504, -1.226], [-0.945, -2.176, -2.339], [2.540, 1.660, -0.561], [-0.260, -0.112, 0.448], [-0.417, 1.443, 1.337], [0.875, 0.990, 2.089], [-2.397, 0.631, 0.167], [0.589, 0.127, -0.449], [-0.216, 0.438, 0.985], [-0.056, -0.391, -0.992], [-0.837, -0.528, 1.408], [1.474, -0.322, -1.527], [-0.662, -0.046, 1.044], [1.179, 1.885, -0.298], [0.272, -1.314, -1.291], [-0.745, -0.914, 2.151], [0.323, 0.410, 1.287], [-0.293, -1.176, 0.141]]}

***

{"formula": "C24H24FN3O5S", "method": "ωB97M-V/def2-TZVPD", "spin_multiplicity": 1, "fmax_ha_per_bohr": 0.0189, "homo_lumo_gap_ev": 8.369, "e_homo_ev": -8.185, "lumo_energy_ev": 0.18, "total_energy_ha": -1967.47069, "symbols": ["C", "H", "O", "C", "C", "C", "C", "C", "C", "H", "H", "N", "S", "O", "O", "C", "C", "C", "C", "C", "C", "H", "N", "C", "O", "C", "C", "C", "C", "C", "C", "H", "H", "H", "F", "H", "H", "N", "C", "H", "C", "H", "O", "C", "H", "C", "H", "H", "H", "H", "H", "H", "H", "H", "H", "H", "H", "H"], "xyz": [[1.38185, 2.32278, -3.68890], [0.59452, 2.82595, -4.24820], [0.80976, 1.12559, -3.21991], [1.61970, 0.22519, -2.58249], [2.91645, 0.48761, -2.16010], [3.63381, -0.48230, -1.47750], [3.08385, -1.73265, -1.23163], [1.79829, -2.00889, -1.69513], [1.07309, -1.03822, -2.34856], [0.07063, -1.24272, -2.68779], [1.38220, -2.98922, -1.53480], [3.77243, -2.70355, -0.49922], [2.96462, -3.45118, 0.78807], [2.14002, -4.50535, 0.29336], [3.99796, -3.76485, 1.73114], [1.95204, -2.09878, 1.36325], [2.56646, -1.03037, 1.98182], [1.85806, 0.14078, 2.17932], [0.54205, 0.26338, 1.73367], [-0.10044, -0.88491, 1.21405], [0.61866, -2.05136, 1.00963], [0.15114, -2.92149, 0.58219], [-1.47188, -0.81063, 0.95041], [-2.18822, -1.56322, 0.06315], [-1.70073, -2.39225, -0.67160], [-3.65778, -1.27973, 0.07312], [-4.50097, -2.33723, -0.25369], [-5.86573, -2.12845, -0.26976], [-6.42087, -0.89214, 0.01228], [-5.57288, 0.16003, 0.31112], [-4.20159, -0.02743, 0.34613], [-3.56364, 0.81872, 0.55461], [-5.98676, 1.13538, 0.51699], [-7.49135, -0.76527, -0.01348], [-6.68269, -3.15451, -0.56895], [-4.08512, -3.30378, -0.49067], [-1.96021, -0.11242, 1.49417], [-0.20190, 1.44472, 1.81349], [0.22010, 2.50891, 2.70805], [0.64653, 2.07798, 3.61350], [1.20574, 3.48810, 2.05283], [1.37218, 4.35103, 2.69982], [0.68762, 3.99627, 0.84360], [0.37550, 2.94827, -0.04524], [-0.00687, 3.41837, -0.95214], [-0.67603, 2.00760, 0.55274], [-0.88833, 1.21875, -0.16715], [-1.58668, 2.58153, 0.75847], [1.28116, 2.36726, -0.28328], [2.16833, 2.99302, 1.85612], [-0.68393, 3.06626, 2.97982], [2.35380, 0.97477, 2.64905], [3.59677, -1.11753, 2.28783], [4.70579, -2.43865, -0.22157], [4.63616, -0.26098, -1.13870], [3.38033, 1.44467, -2.34171], [1.70816, 2.96982, -2.86776], [2.22885, 2.12729, -4.35395]], "forces_ev_per_a": [[0.064, 0.150, -0.062], [0.083, 0.019, 0.028], [-0.080, -0.298, 0.136], [0.000, -0.151, 0.055], [-0.144, 0.235, -0.173], [-0.029, -0.356, 0.098], [-0.382, 0.494, -0.607], [0.197, 0.181, -0.238], [0.009, 0.269, -0.087], [-0.154, -0.042, -0.044], [-0.135, -0.118, -0.030], [-0.025, -0.719, 0.652], [0.502, 0.376, 0.097], [-0.325, 0.241, -0.184], [0.054, 0.242, 0.041], [0.179, -0.495, -0.052], [0.058, -0.009, 0.127], [-0.013, -0.052, -0.026], [-0.008, -0.362, -0.136], [0.436, -0.042, 0.011], [-0.116, -0.097, 0.124], [-0.091, -0.017, -0.075], [-0.148, 0.180, 0.136], [-0.031, 0.337, 0.199], [0.116, -0.287, -0.152], [-0.415, -0.030, -0.134], [-0.063, 0.004, 0.002], [0.125, 0.157, 0.060], [0.019, -0.168, -0.058], [-0.024, -0.017, 0.016], [0.156, -0.087, 0.017], [0.082, 0.089, 0.028], [-0.034, 0.079, 0.007], [-0.109, -0.012, -0.009], [0.060, 0.052, 0.015], [0.017, -0.099, -0.038], [-0.010, -0.111, -0.033], [-0.251, -0.047, 0.204], [0.161, 0.277, -0.014], [-0.033, 0.033, 0.035], [-0.028, -0.163, 0.234], [0.044, -0.105, 0.027], [-0.059, 0.161, 0.050], [-0.280, -0.285, -0.097], [0.040, -0.093, -0.028], [0.286, 0.372, -0.386], [-0.069, 0.027, 0.037], [-0.010, -0.050, -0.094], [-0.047, 0.038, -0.044], [-0.051, 0.067, 0.035], [0.110, -0.003, 0.063], [0.021, 0.092, 0.001], [0.159, 0.082, 0.042], [0.069, -0.057, 0.166], [0.096, 0.043, 0.075], [0.012, 0.095, -0.030], [0.015, -0.026, -0.021], [-0.010, 0.006, 0.035]]}

***

{"formula": "C24H43NP2Pb", "method": "ωB97M-V/def2-TZVPD", "spin_multiplicity": 1, "fmax_ha_per_bohr": 0.0479, "homo_lumo_gap_ev": [4.283, 4.297], "e_homo_ev": [-5.140, -5.144], "lumo_energy_ev": [-0.86, -0.85], "total_energy_ha": -1870.19354, "symbols": ["P", "P", "C", "C", "H", "H", "H", "H", "C", "H", "H", "H", "C", "H", "H", "H", "C", "H", "H", "H", "C", "H", "H", "H", "Pb", "C", "C", "C", "C", "C", "C", "C", "C", "C", "H", "H", "H", "H", "H", "H", "H", "H", "H", "H", "H", "H", "H", "H", "H", "C", "N", "C", "C", "C", "C", "C", "C", "C", "C", "H", "H", "H", "H", "H", "H", "H", "H", "H", "H", "H", "H"], "xyz": [[0.17625, -2.30494, -2.75227], [0.45808, 1.63903, -2.21288], [0.52652, -0.82763, -3.76769], [1.34973, 0.31526, -3.11181], [-0.42482, -0.46946, -4.19131], [1.09587, -1.21975, -4.63017], [2.10549, -0.10245, -2.42275], [1.88613, 0.85364, -3.90955], [0.16301, 2.89654, -3.50865], [-0.09947, 3.84639, -3.02595], [-0.62921, 2.64173, -4.21616], [1.10106, 3.03993, -4.05820], [1.65306, 2.58636, -1.22763], [1.87591, 3.52427, -1.75644], [2.60194, 2.03306, -1.11688], [1.21401, 2.84168, -0.25265], [-0.63764, -3.48460, -3.87222], [-0.91846, -4.39804, -3.32821], [0.06284, -3.75998, -4.67070], [-1.54805, -3.05190, -4.31867], [1.76056, -2.91731, -2.16642], [2.47730, -2.11284, -1.94402], [2.19191, -3.52545, -2.98054], [1.66230, -3.54093, -1.26827], [2.40092, 0.21794, 0.84596], [-1.67760, 1.01621, -2.02183], [-2.21693, 0.44111, -3.18485], [-3.47511, -0.33565, -3.23958], [-3.73070, -1.15659, -1.94290], [-2.77635, -2.23852, -1.72608], [-1.37629, -2.15878, -1.44640], [-0.75377, -0.92104, -0.69751], [-1.57566, 0.34074, -0.62810], [2.92783, -1.82622, 1.62434], [-1.95831, 2.06982, -1.88057], [-1.91831, 0.89322, -4.13903], [-3.51675, -1.00619, -4.11398], [-4.31610, 0.36063, -3.40456], [-3.83157, -0.40116, -1.15800], [-4.71571, -1.62958, -2.04274], [-3.25278, -3.22756, -1.72639], [-1.06182, -3.07043, -0.89363], [0.21142, -0.62553, -1.16958], [-0.43590, -1.27156, 0.29437], [-2.53003, 0.11716, -0.13229], [-1.09940, 1.05934, 0.06949], [3.91973, -1.60344, 2.06004], [2.94136, -2.54549, 0.79608], [2.25471, -2.19378, 2.40735], [1.25572, 2.10296, 6.56557], [1.99500, 1.43699, 5.50364], [1.86574, -0.01183, 5.54020], [1.89147, 2.05199, 4.15887], [0.68075, 1.61581, 3.39857], [-0.55888, 2.19376, 3.72906], [-1.72058, 1.48350, 3.43974], [-1.61579, 0.21311, 2.86118], [-0.34950, -0.29651, 2.48650], [0.75988, 0.55213, 2.48002], [1.51161, 1.63805, 7.53440], [0.16350, 1.96865, 6.40763], [1.49789, 3.17871, 6.57627], [0.79829, -0.31349, 5.44593], [2.46295, -0.50819, 4.75208], [2.20178, -0.36514, 6.53145], [1.87740, 3.13464, 4.31280], [2.81484, 1.79718, 3.61542], [-0.58707, 3.15945, 4.24415], [-2.69502, 1.93343, 3.63676], [-2.50779, -0.41348, 2.73396], [-0.28340, -1.35900, 2.20622]], "forces_ev_per_a": [[-1.770, 0.387, -1.035], [-0.701, -0.378, -0.123], [0.578, -0.177, -0.891], [0.595, 0.133, -0.512], [0.326, -0.252, 0.408], [0.080, 0.276, 0.160], [-0.175, 0.223, -0.274], [0.157, -0.406, 0.101], [0.107, 0.078, -0.193], [-0.006, -0.223, -0.070], [0.090, -0.103, 0.160], [-0.136, 0.132, -0.012], [1.199, 0.729, -0.478], [0.038, -0.076, 0.187], [-0.558, 0.506, 0.052], [0.280, -0.201, -0.208], [1.037, -0.336, -0.705], [0.051, 0.349, -0.010], [-0.261, -0.135, -0.074], [0.382, 0.058, 0.453], [0.857, -0.709, -0.544], [-0.397, -0.149, -0.068], [0.153, 0.035, 0.433], [-0.131, 0.120, -0.221], [-0.491, -0.434, 1.256], [-1.865, 0.213, 0.869], [0.680, 0.740, 0.177], [-0.290, -1.402, 0.132], [-0.969, 0.992, -1.557], [1.446, -1.076, 0.579], [-0.669, 0.458, 2.326], [0.044, -0.677, 0.340], [-0.573, 0.439, 0.262], [-0.324, -0.167, 0.064], [0.866, 0.200, -0.199], [-0.576, 0.575, 0.252], [0.109, -0.081, 0.139], [0.136, 0.098, 0.152], [-0.126, -0.255, 0.130], [0.042, 0.206, 0.019], [0.638, 0.194, 0.032], [-0.068, 0.231, -0.346], [-0.341, -0.160, 0.147], [-0.500, 0.212, -0.155], [0.213, 0.168, -0.330], [0.009, -0.264, -0.422], [-0.201, -0.539, -0.280], [0.490, 0.050, 0.325], [0.184, 0.148, -0.146], [-0.388, -0.383, -0.463], [0.768, 0.186, -0.335], [-0.458, 0.054, 0.305], [0.488, 0.339, 0.369], [-0.529, 0.836, -0.618], [0.300, -0.698, 0.206], [-0.216, 0.057, -0.725], [0.251, -0.394, 0.610], [-1.142, 0.386, -0.297], [0.514, -0.810, 1.079], [-0.012, 0.306, -0.394], [0.202, 0.237, 0.288], [-0.098, -0.430, 0.080], [0.402, -0.138, -0.172], [-0.311, 0.357, 0.338], [0.015, 0.088, -0.423], [0.115, 0.000, 0.038], [-0.138, 0.002, -0.011], [-0.021, -0.436, 0.009], [0.211, -0.249, 0.006], [0.391, 0.267, 0.115], [-0.003, 0.676, -0.309]]}